[1]
Entry from the Open Molecules 2025 dataset: an isolated molecule of CH2O3 at a distorted geometry (the ωB97M-V functional and the def2-TZVPD basis).

Positions of all 6 atoms, in Å:
1 C 0.226 -0.365 0.027
2 O 0.120 0.956 -0.046
3 H -1.648 -0.152 0.008
4 H 1.001 1.326 0.076
5 O -1.008 -0.838 -0.029
6 O 1.309 -0.928 -0.036

Lowest unoccupied orbital energy   0.432 eV
E   -265.04573 Ha
Spin multiplicity   1
HOMO energy   -11.3 eV
Largest force on an atom   3.0 eV Å⁻¹

Löwdin atomic charge list, values in e, 5 entries:
1. C -0.6456
2. O 0.1245
3. H 0.1095
4. H 0.1334
5. O 0.1682

[2]
Entry from the Open Molecules 2025 dataset: an isolated molecule of C4H8O3 (the ωB97M-V functional and the def2-TZVPD basis).

Positions of all 15 atoms, in Å:
1 H 1.931 -0.288 0.762
2 O -0.376 -1.201 -0.269
3 O -1.201 0.378 1.101
4 O 1.102 1.329 1.719
5 H -1.738 -2.336 -1.249
6 H 1.403 0.395 -1.522
7 H 1.976 1.892 -0.712
8 C -0.260 -0.183 0.574
9 C -1.718 -1.379 -0.736
10 H -1.950 -0.563 -1.428
11 H -2.416 -1.349 0.100
12 C 1.201 1.128 -0.733
13 H 0.244 1.615 -0.965
14 C 1.114 0.436 0.643
15 H 0.146 1.446 1.892

Lowest unoccupied orbital energy   0.834 eV
E   -382.92973 Ha
Spin multiplicity   1
HOMO energy   -10.4 eV
Largest force on an atom   0.5 eV Å⁻¹

Löwdin atomic charge list, values in e, 5 entries:
1. H 0.1584
2. O -0.0151
3. O 0.1022
4. O -0.0157
5. H 0.0948

[3]
Entry from the Open Molecules 2025 dataset: a structure of composition HN3O3 at a distorted geometry (the ωB97M-V functional and the def2-TZVPD basis).

Positions of all 7 atoms, in Å:
1 N -1.689 0.695 -0.013
2 O 1.961 -0.642 0.103
3 H -0.003 -1.309 -0.008
4 O -2.567 0.002 0.054
5 N 1.131 0.208 -0.090
6 N -0.128 -0.333 -0.062
7 O 1.294 1.379 0.017

Lowest unoccupied orbital energy (spin up / spin down)   0.050 / -3.944 eV
E   -390.26095 Ha
Spin multiplicity   3
HOMO energy (spin up / spin down)   -8.4 / -11.3 eV
Largest force on an atom   4.7 eV Å⁻¹

Löwdin atomic charge list, values in e, 5 entries:
1. N -0.0032
2. O 0.1113
3. H 0.1022
4. O 0.0200
5. N -0.5076

[4]
Entry from the Open Molecules 2025 dataset: a structure of composition C6H10N2 at a distorted geometry (the ωB97M-V functional and the def2-TZVPD basis).

Positions of all 18 atoms, in Å:
1 H 1.205 -1.359 -1.434
2 N -1.569 -0.262 1.847
3 H 2.516 1.189 1.663
4 C -1.491 0.407 0.578
5 C -1.695 0.093 -0.863
6 H 2.277 1.387 -0.149
7 H -0.716 -1.791 0.515
8 H -2.666 0.455 -1.513
9 H -0.828 -0.358 -2.754
10 C -0.456 -0.712 0.914
11 C -0.614 -0.163 -1.629
12 H -0.881 0.164 2.535
13 H 1.199 0.563 -1.470
14 C 0.766 -0.384 -0.973
15 C 0.911 -0.343 0.596
16 N 1.687 0.918 0.905
17 H -1.215 1.565 0.659
18 H 1.571 -1.370 0.573

Lowest unoccupied orbital energy   0.742 eV
E   -343.84806 Ha
Spin multiplicity   1
HOMO energy   -8.2 eV
Largest force on an atom   6.1 eV Å⁻¹

Löwdin atomic charge list, values in e, 5 entries:
1. H 0.1343
2. N 0.0536
3. H 0.1213
4. C -0.2880
5. C -0.1420

Sequential energy relative to the best compared isomer or geometry (same formula, charge and spin) output: 27.4; 92.1; 169.6; 757.9 kJ/mol